Here is 19 unconnected molecules or ions with the total composition C90H223N13O19 at a distorted geometry from the OMol25 dataset. Energies are from the ωB97M-V functional and the def2-TZVPD basis.

* energy relative to the best compared isomer or geometry (same formula, charge and spin): 0.938 eV
* HOMO-LUMO gap: 8.585 eV

```
345
Properties=species:S:1:pos:R:3:lowdin_charge:R:1
C -4.07702 5.13793 2.65117 -0.0395
C -3.17102 4.91177 1.47082 -0.4680
C -3.89743 5.01621 0.10493 -0.0187
O -2.16281 5.90569 1.59469 -0.0803
H -4.82051 4.34262 2.70037 0.0721
H -4.58824 6.08279 2.70369 0.0817
H -3.40270 5.00722 3.51135 0.0738
H -2.69807 3.95130 1.62360 0.1094
H -4.48606 4.10447 -0.13476 0.0764
H -3.24816 5.14086 -0.74888 0.0492
H -4.43958 5.94363 0.12985 0.0842
H -1.64121 5.93155 0.76894 0.0436
C -1.56832 8.81079 0.15993 -0.0489
C -0.38780 8.12435 -0.38431 -0.4745
C 0.55390 7.81089 0.71479 -0.0637
O -0.81916 6.83968 -0.96212 -0.1110
H -1.95496 8.10102 0.89218 0.0749
H -2.35176 8.91459 -0.62092 0.0842
H -1.47775 9.72885 0.63980 0.0642
H 0.15464 8.67241 -1.18632 0.1494
H 0.02181 7.20369 1.44080 0.0659
H 0.83459 8.69051 1.31512 0.0961
H 1.44083 7.31192 0.35910 0.0750
H -1.06597 7.01966 -1.89314 0.0210
C -1.44803 -5.03710 -3.30440 -0.0233
C -2.02829 -4.64255 -4.69535 -0.4920
C -1.78552 -5.56514 -5.84687 -0.0382
O -3.43178 -4.39941 -4.50262 -0.0668
H -1.76262 -4.29390 -2.57770 0.0550
H -0.35905 -5.02160 -3.41448 0.0564
H -1.87202 -6.03668 -3.08594 0.0980
H -1.66115 -3.66421 -4.92267 0.0939
H -2.23698 -6.53448 -5.69817 0.0849
H -0.71573 -5.73093 -5.96722 0.0717
H -2.16880 -5.06460 -6.73627 0.0867
H -3.78136 -4.26801 -5.38346 0.0768
C -2.96843 -1.36668 -3.34442 -0.0389
C -3.16600 -0.12612 -4.16980 -0.5284
C -3.22574 -0.35672 -5.65793 -0.0397
O -4.15527 0.69862 -3.58968 -0.0528
H -2.84085 -0.93112 -2.35022 0.0539
H -2.06194 -2.02182 -3.55400 0.0859
H -3.80784 -2.04010 -3.32245 0.0683
H -2.27891 0.47133 -4.04102 0.1047
H -2.21043 -0.72684 -5.97690 0.0870
H -3.32616 0.63595 -6.13782 0.0778
H -4.01847 -1.08737 -5.98088 0.0940
H -4.96983 0.24829 -3.80114 0.0791
C 0.50001 3.68717 0.48904 -0.0141
C 1.60471 2.93672 -0.30469 -0.5206
C 2.61740 3.84632 -0.88919 -0.0502
O 2.30640 1.96745 0.41853 -0.1013
H -0.11421 4.35089 -0.13353 0.0528
H 0.96176 4.39181 1.20985 0.0878
H -0.15207 3.01933 1.01914 0.0432
H 1.13587 2.44716 -1.12869 0.0840
H 3.05544 4.42577 -0.07777 0.0852
H 2.12959 4.65921 -1.44069 0.0835
H 3.37245 3.35031 -1.49047 0.0635
H 1.63881 1.34286 0.90134 0.0801
C 0.67806 5.70297 5.35914 -0.0462
C 0.06733 4.54500 4.57585 -0.4757
C 1.10347 3.48258 4.20366 -0.0559
O -0.94706 3.81120 5.24750 -0.0656
H -0.18037 6.27651 5.72673 0.0794
H 1.30172 6.30179 4.72883 0.0712
H 1.23367 5.37883 6.26079 0.0922
H -0.31602 5.04741 3.68289 0.1229
H 0.74440 2.79043 3.45311 0.0549
H 1.49147 2.84877 5.03599 0.0959
H 1.92403 3.93861 3.76655 0.0513
H -1.65298 4.47064 5.37368 0.0944
C 1.01968 -1.57773 -3.26171 -0.0418
C 2.03279 -0.58704 -3.74581 -0.4824
C 3.48730 -1.19787 -3.65357 -0.1095
C 3.75554 -2.31650 -4.63740 -0.1806
C 3.52144 -1.76612 -6.00895 -0.1473
C 2.06249 -1.30249 -6.21260 -0.4805
N 1.83373 -0.28616 -5.16581 -0.0788
O 0.48639 0.19405 -5.36499 -0.0548
C 2.04435 -0.59037 -7.57106 -0.0294
C 1.07350 -2.46364 -6.09875 -0.0179
C 1.89683 0.70631 -2.90306 -0.0025
H 1.13392 -2.64492 -3.49636 0.0727
H 0.01126 -1.29836 -3.54594 0.0667
H 0.98805 -1.51826 -2.15930 0.0792
H 4.07168 -0.27803 -3.85615 0.0983
H 3.60469 -1.48387 -2.61741 0.1052
H 3.06343 -3.06559 -4.35600 0.0769
H 4.79262 -2.69478 -4.57027 0.1293
H 3.83244 -2.42795 -6.85114 0.1192
H 4.23334 -0.94452 -6.10852 0.1239
H 2.71336 -1.11168 -8.27846 0.0844
H 1.05161 -0.49895 -8.08270 0.0954
H 2.41794 0.44207 -7.53722 0.0761
H 1.03566 -3.05731 -7.00517 0.0799
H 1.27178 -3.21456 -5.34517 0.0591
H 0.08601 -2.06992 -6.01948 0.0607
H 0.94822 1.23315 -3.02932 0.0573
H 2.76144 1.29641 -3.25335 0.0874
H 2.04300 0.59861 -1.81624 0.0837
H 0.77421 1.05408 -5.77393 0.0976
C -4.01637 -4.37241 -0.62918 -0.0638
C -5.16461 -3.81457 0.14721 -0.5212
C -6.45722 -4.25943 -0.56837 -0.1205
C -7.66804 -3.92011 0.28364 -0.1719
C -7.43237 -4.42626 1.68486 -0.1567
C -6.16373 -3.98194 2.41044 -0.5460
N -5.08677 -4.30791 1.50492 -0.0513
O -3.86066 -3.84850 2.14904 -0.0389
C -6.34027 -2.50870 2.78628 -0.0226
C -6.04283 -4.83199 3.65881 -0.0294
C -4.89802 -2.29561 0.03253 -0.0211
H -3.07415 -4.05528 -0.17178 0.0788
H -4.01865 -4.08119 -1.69903 0.0844
H -4.06801 -5.45553 -0.52136 0.0916
H -6.52103 -3.79574 -1.59933 0.1415
H -6.34964 -5.28641 -0.86506 0.1082
H -8.59100 -4.38893 -0.08558 0.1193
H -7.79498 -2.85714 0.26133 0.0922
H -7.44056 -5.53236 1.76168 0.1244
H -8.34916 -4.28133 2.32543 0.1378
H -6.69984 -1.91903 1.93141 0.0611
H -7.11282 -2.33006 3.53951 0.0907
H -5.39744 -2.02264 3.21427 0.0847
H -6.88375 -4.57868 4.31525 0.0976
H -5.91572 -5.87234 3.45326 0.0815
H -5.16989 -4.54146 4.19926 0.0620
H -4.29942 -2.14451 -0.86135 0.0529
H -4.35268 -1.84709 0.88835 0.0846
H -5.81305 -1.68641 -0.07260 0.0707
H -3.49931 -4.68147 2.44485 0.0940
C -3.47048 1.45445 4.94400 -0.0281
C -3.73592 0.50104 6.05137 -0.5147
C -4.04895 -0.92316 5.48374 -0.1135
C -2.84509 -1.55245 4.77651 -0.1678
C -1.92458 -1.81846 5.95452 -0.1422
C -1.35305 -0.50132 6.54137 -0.4648
N -2.51721 0.36711 6.94054 -0.0872
O -2.05775 1.60721 7.35927 -0.0352
C -0.68723 -0.76766 7.86113 -0.0405
C -0.31059 0.04389 5.50896 -0.0036
C -4.88295 0.96866 6.89422 -0.0405
H -2.74438 1.08102 4.24398 0.0620
H -3.08809 2.45040 5.27143 0.0816
H -4.39387 1.60547 4.36477 0.0891
H -4.24219 -1.61222 6.29959 0.1163
H -4.94460 -0.91896 4.88542 0.0910
H -2.35920 -0.94641 4.00941 0.0796
H -3.14618 -2.45671 4.27114 0.0839
H -1.15615 -2.54083 5.74980 0.0807
H -2.46782 -2.39725 6.70651 0.1162
H -0.38805 0.19609 8.31313 0.0964
H -1.43482 -1.31414 8.43674 0.0886
H 0.19237 -1.39143 7.82866 0.0731
H -0.41586 -0.33583 4.48962 0.0479
H -0.10008 1.13317 5.50268 0.0742
H 0.63300 -0.46857 5.75845 0.0723
H -5.07113 0.38278 7.83632 0.1078
H -5.74897 1.03070 6.24264 0.0761
H -4.66866 2.05443 7.14936 0.1016
H -1.72325 2.13895 6.61793 0.0565
C 6.98029 0.32681 -2.73952 -0.0092
C 7.02366 1.84730 -2.47129 -0.4952
C 6.08565 2.09067 -1.26982 -0.1427
C 6.19286 3.40706 -0.52055 -0.1697
C 7.67130 3.62580 -0.24413 -0.1552
C 8.55000 3.62890 -1.46292 -0.4985
N 8.39831 2.26650 -2.10081 -0.0805
O 9.24795 2.08382 -3.21607 -0.0255
C 8.27761 4.80078 -2.38240 -0.0253
C 10.05278 3.72365 -0.96017 -0.0139
C 6.41816 2.58689 -3.67145 -0.0242
H 7.19685 -0.22347 -1.80038 0.0990
H 7.77858 0.11293 -3.40892 0.0694
H 5.99361 0.16682 -3.12026 0.0433
H 5.09083 1.94613 -1.59589 0.0904
H 6.41693 1.34920 -0.56949 0.1044
H 5.54917 3.38706 0.35733 0.1117
H 5.80974 4.26504 -1.10852 0.1068
H 8.03090 2.87797 0.43371 0.1214
H 7.70696 4.54782 0.28312 0.1122
H 8.56622 5.69584 -1.81441 0.0993
H 8.83656 4.69535 -3.32185 0.0895
H 7.23178 4.92539 -2.54239 0.0512
H 10.26050 2.81135 -0.41922 0.0800
H 10.76025 3.90355 -1.75382 0.0711
H 10.01415 4.58530 -0.27404 0.0839
H 5.91200 3.48651 -3.37113 0.0648
H 5.66630 1.92868 -4.18277 0.0887
H 7.11255 2.75045 -4.48346 0.0736
H 9.05336 2.81837 -3.81844 0.0688
C -1.24372 -1.46937 0.41981 -0.0542
C -0.79641 -0.05326 0.63595 -0.3568
C -2.05174 0.70776 1.15828 -0.1929
O -3.05953 0.71118 0.18878 -0.2119
C -2.79048 1.54866 -0.92052 -0.1008
N 0.38338 0.04515 1.63134 0.0734
H -0.29008 -2.01471 0.17375 0.0729
H -1.98749 -1.42918 -0.38057 0.0640
H -1.63542 -1.94513 1.34646 0.0742
H -0.43880 0.40652 -0.31863 0.1279
H -1.80531 1.74853 1.39465 0.0998
H -2.49449 0.13144 1.99239 0.1221
H -1.99350 1.07900 -1.58913 0.0983
H -2.28694 2.48408 -0.64881 0.0682
H -3.72715 1.76946 -1.45506 0.0780
H -0.00762 0.02660 2.56203 0.0393
H 0.86257 -0.86276 1.43478 0.0490
C 5.12588 -4.83644 7.06699 -0.0647
C 4.36421 -3.88466 7.98738 -0.4437
C 4.91760 -2.51610 7.79317 -0.2665
O 6.28643 -2.52005 7.94271 -0.1885
C 6.77739 -1.23544 8.14410 -0.1192
N 2.93373 -3.90298 7.71692 0.0466
H 4.80153 -5.88236 7.13187 0.0709
H 6.20257 -4.77177 7.35153 0.0851
H 4.93593 -4.68504 5.98140 0.0798
H 4.50382 -4.17214 9.00915 0.1344
H 4.43705 -1.73826 8.45703 0.1398
H 4.62098 -2.16618 6.74781 0.1299
H 7.87306 -1.24452 8.30892 0.0992
H 6.27711 -0.81243 9.03644 0.0922
H 6.55754 -0.57233 7.30267 0.0842
H 2.71161 -3.54452 6.77059 0.0693
H 2.51894 -4.81454 7.75945 0.0545
C -0.23144 -3.63120 2.82720 -0.0460
C 0.48586 -3.99566 4.14197 -0.4048
C -0.30546 -5.05279 4.86529 -0.2250
O 0.27811 -5.34318 6.13727 -0.1881
C -0.73271 -5.84986 7.01460 -0.1000
N 1.86128 -4.37878 3.76721 0.0644
H -1.16702 -3.12369 2.94670 0.0425
H -0.30400 -4.54905 2.19287 0.0877
H 0.36572 -2.98589 2.19705 0.0303
H 0.55769 -3.10087 4.78341 0.1245
H -0.42577 -5.90130 4.17860 0.1280
H -1.35321 -4.73674 5.04089 0.1144
H -1.31347 -6.75918 6.67166 0.1083
H -1.45071 -5.02217 7.22863 0.0908
H -0.21331 -6.05189 7.91229 0.0656
H 2.34377 -4.64747 4.61856 0.0567
H 1.94891 -5.11021 3.05900 0.0689
C -4.01642 8.67101 -3.24869 -0.0287
C -3.41602 7.29746 -3.02187 -0.4143
C -4.20164 6.14912 -3.56999 -0.2484
O -5.34628 5.99121 -2.79223 -0.1806
C -6.00837 4.75912 -3.03574 -0.0832
N -2.00501 7.17453 -3.41718 0.0532
H -5.10885 8.57190 -3.11458 0.0940
H -3.89134 9.02900 -4.25653 0.0768
H -3.76457 9.38787 -2.55166 0.0375
H -3.41598 7.09650 -1.93782 0.1204
H -3.58058 5.25879 -3.53236 0.0809
H -4.43272 6.26892 -4.69715 0.1594
H -6.45338 4.52954 -2.06211 0.0846
H -5.22635 4.03156 -3.21279 0.0764
H -6.78000 4.81278 -3.80163 0.0949
H -1.84432 7.51624 -4.32584 0.0709
H -1.76445 6.19508 -3.38468 0.0319
C 2.87162 -0.09800 3.75430 -0.0670
C 4.24369 -0.09505 3.12102 -0.4272
C 5.14933 -1.23689 3.55839 -0.2226
O 6.42006 -1.11093 2.96850 -0.1958
C 7.15544 -2.32027 3.13743 -0.0980
N 4.17796 -0.05396 1.66850 0.0525
H 2.12418 0.65226 3.37905 0.0631
H 2.90729 0.02663 4.86665 0.0937
H 2.36711 -0.98856 3.44391 0.0458
H 4.73462 0.87589 3.42061 0.1486
H 4.69770 -2.21681 3.40261 0.1143
H 5.35127 -1.21241 4.67180 0.1261
H 6.60166 -3.25356 2.66048 0.1211
H 7.22176 -2.49249 4.18669 0.0623
H 8.14408 -2.24293 2.67058 0.0873
H 5.14077 0.04073 1.35419 0.0674
H 3.76785 0.80871 1.26234 0.0634
C 4.16314 -3.75601 -0.18651 -0.0574
C 2.73440 -3.25764 -0.19058 -0.4215
C 1.75895 -4.40732 -0.45124 -0.1515
O 1.69506 -5.32925 0.68909 -0.2195
C 0.79071 -6.39526 0.47651 -0.1265
N 2.38727 -2.55545 1.03093 0.0679
H 4.28636 -4.64162 0.50512 0.0986
H 4.88593 -3.06644 0.23830 0.0591
H 4.53253 -3.94778 -1.21094 0.0784
H 2.60511 -2.59088 -1.05606 0.1070
H 1.98312 -4.99533 -1.30306 0.0963
H 0.72114 -3.98921 -0.56940 0.1218
H -0.26910 -6.12023 0.24645 0.0912
H 0.70235 -6.83574 1.43202 0.0617
H 1.09078 -7.12831 -0.31168 0.0964
H 2.41990 -3.09478 1.88353 0.0393
H 3.05974 -1.79871 1.08034 0.0342
C 2.44985 -5.64981 -7.90174 -0.0518
C 3.63506 -5.70480 -6.96369 -0.4383
C 3.43465 -6.54025 -5.72241 -0.2476
O 2.25673 -6.23225 -5.07429 -0.1976
C 1.97608 -7.04170 -3.96874 -0.0892
N 4.88837 -6.13787 -7.61948 0.0385
H 2.34872 -6.52942 -8.57389 0.0875
H 2.63541 -4.83536 -8.67321 0.1036
H 1.58128 -5.55017 -7.34563 0.0248
H 3.81624 -4.68009 -6.62360 0.1153
H 4.31517 -6.39461 -5.03671 0.1447
H 3.41108 -7.56820 -6.09414 0.1267
H 2.65029 -6.99785 -3.14390 0.0809
H 1.89209 -8.02519 -4.38156 0.0870
H 0.99467 -6.66847 -3.71797 0.0667
H 4.94473 -7.13557 -7.74595 0.0602
H 5.68577 -5.96000 -7.00667 0.0709
C -1.80410 3.20701 -5.06955 -0.0436
C -0.67346 3.35241 -4.03620 -0.3817
C 0.59582 4.02354 -4.59933 -0.1494
O 0.89216 3.24589 -5.75388 -0.2289
C 2.06662 3.64078 -6.35738 -0.1168
N -1.34536 4.06067 -2.91061 0.0656
H -2.64678 2.71828 -4.56249 0.0630
H -1.51318 2.59319 -5.93979 0.0801
H -2.15877 4.16063 -5.48968 0.0851
H -0.37862 2.37433 -3.69338 0.0892
H 1.42935 3.79557 -3.93725 0.1146
H 0.42982 5.07219 -4.86241 0.1341
H 2.06566 3.04607 -7.24774 0.0822
H 2.95998 3.57922 -5.69701 0.1023
H 1.98063 4.68052 -6.67878 0.0888
H -2.05663 3.40838 -2.57932 0.0521
H -0.66979 4.28113 -2.16646 0.0653
C -5.90598 1.45572 1.46795 -0.0092
C -6.92750 2.09039 0.42938 -0.4083
C -6.92047 1.42377 -0.90489 -0.2069
O -7.61712 2.30354 -1.77695 -0.1954
C -7.47125 1.82609 -3.08618 -0.1320
N -8.22589 2.00127 1.03598 0.0555
H -6.11873 0.41891 1.51778 0.0492
H -5.98596 1.96729 2.41529 0.0595
H -4.88526 1.46883 1.17909 0.0391
H -6.64163 3.12674 0.21456 0.1200
H -7.28826 0.39717 -0.93582 0.1304
H -5.90671 1.46199 -1.27315 0.1030
H -7.81633 0.75447 -3.15791 0.1040
H -6.45213 1.94895 -3.44372 0.0635
H -8.22889 2.33703 -3.70145 0.0972
H -8.97958 2.37969 0.50191 0.0699
H -8.23287 2.23817 1.99624 0.0563
```

Here is a molecular structure, C9H15NO3 at a distorted geometry from the OMol25 dataset. Energies are from the ωB97M-V functional and the def2-TZVPD basis.

* energy relative to the best compared isomer or geometry (same formula, charge and spin): 5.278 eV
* HOMO-LUMO gap: 9.424 eV

```
28
Properties=species:S:1:pos:R:3:lowdin_charge:R:1
C -0.37528 -3.65043 -0.72746 0.1360
C 0.61267 -2.96746 -0.76037 -0.1831
C 3.47717 0.84465 -0.32533 -0.4742
C -2.05621 1.91857 -0.62477 -0.1048
C 0.82569 0.20405 2.47872 -0.0724
C 1.73141 -2.11101 -0.77212 -0.0434
C -1.25010 1.26365 -1.73958 -0.2253
C 1.05917 -0.99496 1.56342 -0.2648
C 0.15419 0.88911 -1.27852 -0.2208
N 1.25987 -0.54729 0.19954 -0.0809
O 3.42924 0.58216 -1.43879 0.1953
O 3.59397 1.15290 0.77057 0.2033
O 0.02408 -0.12357 -0.29789 -0.1617
H -1.22442 -4.26485 -0.69297 0.0193
H -2.11422 1.24900 0.22946 0.0666
H -1.58848 2.84845 -0.30739 0.0734
H -3.06721 2.13605 -0.96355 0.0687
H 0.69780 -0.13934 3.50195 0.0726
H 1.67723 0.87793 2.43430 0.0581
H -0.06749 0.74363 2.17351 0.0663
H 1.97264 -1.67916 -1.73384 0.0854
H 2.59081 -2.44980 -0.21229 0.0958
H -1.16490 1.94135 -2.59144 0.1103
H -1.75493 0.35436 -2.07030 0.1115
H 0.20961 -1.68835 1.62762 0.1119
H 1.97037 -1.51263 1.86771 0.1175
H 0.75057 0.51905 -2.12166 0.1148
H 0.66575 1.76153 -0.84920 0.1247
```

Question: HOMO-LUMO gap of number 1 (C90H223N13O19)?
Answer: 8.585 eV

Question: Which formula does entry 1 have?
Answer: C90H223N13O19

Question: Number 1 is which compound?
Answer: C90H223N13O19